1.
DFT (wB97M-V/def2-TZVPD) results for a structure of composition C42H33N8O4SSn.

Results
- charge = -1
- HOMO-LUMO gap (eV) = 5.60
- relative energy (zero: lowest compared OMol25 entry of this formula, charge and spin) (eV) = 0.287
- E_LUMO (Ha) = 0.0499
- E (eV) = -80869.1519

Cartesian coordinates (Å):
Sn 0.171 -0.031 0.014
C -4.163 -0.917 -0.238
C -4.344 -1.155 -1.590
C -3.264 -1.080 -2.457
C -1.993 -0.762 -1.985
C -1.806 -0.533 -0.619
C -2.893 -0.612 0.244
C -0.829 -0.672 -2.908
C -0.970 -0.701 -4.320
C 0.140 -0.648 -5.100
C 1.423 -0.554 -4.510
C 2.621 -0.468 -5.258
C 3.822 -0.344 -4.620
C 3.878 -0.316 -3.206
C 2.739 -0.410 -2.464
C 1.484 -0.515 -3.105
N 0.350 -0.582 -2.348
H -5.005 -0.963 0.443
H -5.326 -1.399 -1.977
H -3.428 -1.290 -3.506
H -2.765 -0.426 1.300
H -1.950 -0.734 -4.772
H 0.055 -0.668 -6.182
H 2.564 -0.490 -6.340
H 4.736 -0.262 -5.193
H 4.831 -0.203 -2.705
H 2.782 -0.374 -1.384
O 1.466 -0.766 1.425
C 1.947 -1.764 2.129
C 2.709 -1.426 3.272
C 3.294 -2.384 4.066
C 3.143 -3.741 3.760
C 2.394 -4.085 2.658
C 1.784 -3.126 1.835
C 0.995 -3.535 0.678
N 0.385 -2.754 -0.200
C -0.227 -3.610 -1.104
C 0.015 -4.899 -0.770
N 0.789 -4.841 0.364
H 2.815 -0.370 3.490
H 3.875 -2.084 4.930
H 3.605 -4.505 4.371
H 2.288 -5.140 2.432
H -0.806 -3.248 -1.933
H -0.290 -5.827 -1.220
H 1.139 -5.629 0.874
C -3.120 4.908 -0.701
C -2.019 4.741 -1.759
C -1.871 3.341 -2.182
N -1.695 2.244 -2.472
H -3.365 5.962 -0.580
H -2.792 4.523 0.263
H -4.022 4.374 -0.993
H -1.058 5.075 -1.370
H -2.240 5.335 -2.646
O -3.402 6.335 5.188
S -3.971 5.843 6.424
O -5.380 5.493 6.356
O -3.569 6.560 7.614
C -3.231 4.191 6.629
N -3.282 3.634 7.846
C -2.803 2.403 7.946
C -2.263 1.710 6.874
C -2.251 2.376 5.663
N -2.736 3.606 5.541
C -1.708 1.778 4.405
C -1.396 0.426 4.287
C -0.929 -0.053 3.081
N -0.759 0.737 2.015
C -1.024 2.042 2.130
C -1.510 2.595 3.298
H -2.855 1.944 8.929
H -1.863 0.714 7.001
H -1.530 -0.261 5.112
H -0.681 -1.101 2.952
H -0.821 2.635 1.244
H -1.745 3.649 3.373
N 0.844 1.745 -0.351
C 2.144 2.186 -0.370
C 2.446 3.297 -1.201
C 3.718 3.837 -1.271
C 4.774 3.304 -0.535
C 4.509 2.216 0.289
C 3.235 1.671 0.380
H 1.638 3.708 -1.796
H 3.897 4.686 -1.924
H 5.767 3.733 -0.594
H 5.309 1.784 0.882
H 3.045 0.833 1.041

Force components x, y, z for each atom (eV/Å):
-0.03 0.17 -0.11
0.10 0.02 0.03
0.02 0.00 0.01
-0.03 -0.07 -0.06
-0.06 -0.06 0.03
0.02 -0.12 0.20
-0.08 -0.05 -0.29
-0.13 -0.04 0.05
-0.04 0.04 -0.03
0.05 -0.02 -0.03
-0.01 0.07 -0.05
-0.04 -0.01 0.01
0.01 -0.01 0.10
0.11 0.00 -0.16
-0.14 0.04 0.06
-0.02 -0.02 0.11
0.26 -0.15 0.05
0.02 0.00 -0.01
0.02 0.00 0.01
0.01 0.05 0.03
-0.03 0.01 0.03
0.02 -0.01 0.04
0.01 0.03 0.02
0.00 0.00 0.02
0.00 0.00 0.00
-0.03 0.00 -0.03
0.01 0.04 0.08
0.10 -0.34 0.07
0.15 0.25 0.17
-0.04 0.08 -0.03
-0.02 -0.11 -0.02
0.00 0.16 -0.01
-0.03 0.00 -0.03
-0.05 -0.12 -0.08
-0.02 0.04 -0.04
-0.09 -0.27 -0.11
0.07 0.32 0.11
0.00 0.00 0.03
0.00 -0.08 -0.04
0.01 -0.03 0.00
-0.02 0.00 -0.03
-0.02 0.01 -0.01
-0.02 0.00 -0.01
-0.04 0.12 -0.04
0.02 0.01 0.01
0.02 0.00 0.02
0.09 -0.01 -0.08
-0.19 -0.22 0.07
0.29 0.13 0.19
-0.25 0.10 -0.20
0.04 -0.01 0.03
-0.02 -0.03 -0.01
-0.03 0.03 0.00
0.06 -0.02 -0.03
-0.01 0.01 -0.03
0.03 0.06 -0.09
-0.01 -0.10 0.01
-0.08 0.03 -0.01
0.02 0.06 0.08
0.08 -0.16 0.02
0.00 -0.03 -0.17
-0.06 0.09 0.03
0.06 -0.11 0.10
0.02 -0.03 -0.22
-0.06 0.11 0.14
-0.04 0.08 0.12
-0.03 -0.07 0.00
-0.02 0.17 -0.05
-0.01 -0.07 0.36
-0.08 -0.05 -0.07
-0.01 0.03 0.07
0.03 0.01 0.01
-0.01 0.01 0.01
0.01 0.01 -0.02
0.00 0.04 0.00
0.05 -0.06 0.00
0.01 -0.03 -0.02
0.64 0.20 -0.22
-0.46 -0.12 -0.06
0.15 0.03 0.08
-0.08 -0.03 -0.03
-0.03 -0.02 0.01
-0.10 -0.03 -0.04
-0.07 0.00 -0.09
0.01 -0.01 0.00
-0.01 -0.01 0.01
-0.01 -0.02 0.00
-0.01 0.00 0.01
0.07 0.05 -0.02

=====

2.
DFT (wB97M-V/def2-TZVPD) results for a structure of composition C42H34N3O4PdTe at a distorted geometry.

Results
- charge = +1
- HOMO-LUMO gap (spin up / spin down) (eV) = 5.94 / 5.45
- relative energy (zero: lowest compared OMol25 entry of this formula, charge and spin) (eV) = 0.902
- E_LUMO (spin up / spin down) (Ha) = -0.1509 / -0.1662
- E (eV) = -67532.6446
- spin multiplicity = 3

Cartesian coordinates (Å):
Pd 0.180 0.501 -0.386
O 5.179 -1.438 -5.771
C 5.529 -0.754 -4.678
O 6.526 -0.090 -4.664
C 4.614 -0.824 -3.491
C 3.362 -1.438 -3.512
C 2.540 -1.394 -2.404
C 2.966 -0.745 -1.241
C 4.243 -0.175 -1.197
C 5.045 -0.205 -2.318
N 2.072 -0.617 -0.175
C 2.461 -0.822 1.043
C 1.566 -0.619 2.157
C 1.836 -1.137 3.430
C 0.908 -0.962 4.438
C -0.259 -0.260 4.159
C -0.443 0.253 2.882
N 0.438 0.079 1.911
H 4.382 -1.973 -5.677
H 2.991 -1.936 -4.398
H 1.568 -1.874 -2.418
H 4.574 0.337 -0.304
H 6.018 0.262 -2.317
H 3.459 -1.202 1.265
H 2.749 -1.681 3.606
H 1.085 -1.371 5.421
H -1.010 -0.114 4.919
H -1.337 0.817 2.641
C -6.006 4.293 0.481
C -4.920 3.274 0.324
C -5.198 1.910 0.246
C -4.192 0.980 0.090
C -4.487 -0.459 -0.082
O -3.767 -1.196 -0.727
C -5.712 -0.990 0.572
C -6.442 -1.953 -0.123
C -7.534 -2.563 0.464
C -7.882 -2.244 1.766
C -7.160 -1.289 2.464
C -6.083 -0.654 1.871
C -2.808 1.375 0.005
O -1.937 0.471 -0.131
C -2.528 2.782 0.117
C -3.604 3.674 0.258
C -1.190 3.319 0.084
N -0.104 2.629 -0.010
C 1.209 3.239 -0.034
C 1.957 2.917 -1.324
Te 0.870 3.549 -3.098
C -0.608 2.012 -2.980
C -1.943 2.305 -3.210
C -2.878 1.283 -3.296
C -2.493 -0.038 -3.123
C -1.166 -0.343 -2.868
C -0.203 0.679 -2.808
C -1.106 4.808 0.213
C -1.244 5.612 -0.912
C -1.179 6.988 -0.784
C -1.002 7.564 0.464
C -0.881 6.760 1.589
C -0.923 5.380 1.467
H -6.981 3.822 0.561
H -6.021 4.971 -0.372
H -5.832 4.892 1.374
H -6.224 1.569 0.278
H -6.144 -2.208 -1.129
H -8.101 -3.301 -0.084
H -8.716 -2.738 2.241
H -7.430 -1.048 3.481
H -5.514 0.081 2.422
H -3.401 4.732 0.315
H 1.787 2.840 0.817
H 1.143 4.329 0.075
H 2.165 1.847 -1.417
H 2.903 3.456 -1.343
H -2.256 3.329 -3.370
H -3.908 1.524 -3.518
H -3.223 -0.830 -3.194
H -0.867 -1.381 -2.781
H 0.858 0.437 -2.922
H -1.411 5.152 -1.877
H -1.282 7.606 -1.661
H -0.942 8.639 0.557
H -0.765 7.211 2.564
H -0.820 4.740 2.333

Force components x, y, z for each atom (eV/Å):
-1.80 0.47 0.97
0.07 -0.20 -0.48
0.05 0.24 0.23
-0.09 -0.14 -0.05
-0.20 -0.04 0.27
0.22 0.10 0.00
-0.07 0.09 0.41
0.83 -0.25 -0.87
-0.44 -0.05 0.05
0.04 -0.16 -0.28
0.14 0.07 1.57
0.13 -0.17 -1.50
-0.87 0.25 1.24
0.14 0.17 -0.80
-0.46 0.23 -0.03
0.45 -0.24 0.11
-0.23 0.11 -0.03
0.38 -0.25 -0.52
0.13 0.13 0.17
-0.05 -0.03 -0.01
0.01 0.07 -0.02
0.01 0.06 0.05
0.08 0.04 -0.01
-0.01 -0.03 -0.15
0.15 -0.08 0.01
0.01 -0.02 0.07
-0.09 0.07 0.04
0.05 -0.03 -0.13
0.01 0.13 -0.01
0.05 0.03 -0.01
0.31 0.10 -0.06
0.70 -0.10 -0.17
-0.02 0.10 0.13
-0.33 -0.21 -0.10
-0.25 -0.46 -0.01
0.01 0.11 0.01
-0.01 -0.08 -0.01
-0.04 0.08 0.06
-0.01 -0.04 0.10
0.07 -0.01 -0.21
-0.92 1.12 0.23
1.57 -0.64 0.05
-0.19 -0.62 -0.11
-0.25 -0.22 0.00
0.05 0.20 0.13
0.16 -0.64 -0.14
0.37 0.47 0.01
-0.36 0.06 -0.21
0.12 -0.53 0.20
0.39 0.31 -0.13
0.23 0.20 0.03
0.08 -0.22 -0.03
-0.07 -0.02 0.05
0.25 0.15 -0.21
0.08 -0.23 -0.42
0.23 0.15 0.04
-0.10 -0.19 0.12
-0.06 0.00 -0.01
0.11 0.04 0.02
-0.02 0.06 0.07
-0.01 -0.04 -0.21
-0.11 0.00 0.02
-0.09 0.06 -0.03
-0.11 0.07 0.06
-0.08 -0.02 0.04
0.06 -0.05 -0.06
-0.04 -0.05 -0.04
-0.09 -0.03 0.03
-0.04 0.03 0.10
0.04 0.08 0.04
0.01 0.09 0.05
-0.14 0.11 -0.12
0.06 -0.29 0.07
0.07 0.22 -0.11
0.05 -0.03 -0.06
-0.02 0.03 0.06
-0.07 -0.01 0.03
-0.01 -0.02 0.05
0.02 0.00 0.04
-0.27 0.02 0.20
0.02 0.10 0.06
0.00 0.12 -0.10
-0.06 0.03 0.04
0.06 0.02 0.05
-0.02 0.02 0.10